{"formula": "C30H29FN5O4PtS2", "method": "ωB97M-V/def2-TZVPD", "total_energy_ev": -74852.89431, "de_lowest_ev": 0.7191, "e_lumo_ha": -0.1621, "charge": 1, "e_homo_ha": -0.3773, "elements": ["Pt", "S", "C", "N", "C", "C", "N", "C", "C", "C", "C", "C", "C", "C", "C", "S", "C", "C", "C", "C", "C", "C", "C", "H", "H", "H", "H", "H", "H", "H", "H", "H", "H", "H", "H", "H", "H", "H", "H", "H", "H", "N", "C", "C", "C", "C", "C", "C", "H", "H", "H", "H", "H", "H", "H", "F", "C", "C", "N", "C", "C", "O", "O", "C", "O", "N", "C", "O", "H", "H", "H", "H"], "xyz": [[0.567, -0.235, 0.759], [2.538, 0.806, 0.702], [2.152, 2.344, 1.286], [2.995, 3.120, 1.937], [2.589, 4.467, 2.332], [1.736, 5.067, 1.243], [0.608, 4.179, 0.981], [-0.651, 4.815, 0.556], [-0.432, 5.630, -0.691], [-0.126, 4.983, -1.886], [0.108, 5.720, -3.034], [0.033, 7.107, -2.998], [-0.279, 7.754, -1.814], [-0.509, 7.016, -0.660], [0.780, 2.868, 0.990], [-0.423, 1.765, 0.580], [4.375, 2.713, 2.263], [5.362, 3.387, 1.346], [5.558, 2.908, 0.053], [6.434, 3.556, -0.802], [7.124, 4.681, -0.372], [6.942, 5.155, 0.918], [6.064, 4.508, 1.774], [3.491, 5.058, 2.475], [2.045, 4.409, 3.280], [2.312, 5.207, 0.324], [1.341, 6.035, 1.545], [-0.999, 5.434, 1.384], [-1.386, 4.030, 0.392], [-0.086, 3.899, -1.918], [0.339, 5.214, -3.962], [0.209, 7.681, -3.898], [-0.347, 8.833, -1.786], [-0.761, 7.522, 0.264], [4.420, 1.628, 2.195], [4.547, 3.002, 3.302], [5.036, 2.020, -0.281], [6.590, 3.175, -1.802], [7.812, 5.181, -1.040], [7.492, 6.021, 1.262], [5.944, 4.864, 2.792], [-0.368, -1.084, -1.726], [-1.578, -0.392, -1.951], [-1.694, 0.533, -2.985], [-2.854, 1.280, -3.125], [-3.914, 1.104, -2.248], [-3.803, 0.173, -1.223], [-2.642, -0.565, -1.064], [0.302, -0.934, -2.470], [-0.496, -2.084, -1.600], [-0.876, 0.663, -3.685], [-2.933, 1.993, -3.936], [-4.822, 1.679, -2.367], [-4.626, 0.022, -0.537], [-2.551, -1.281, -0.257], [-4.514, -4.061, 4.212], [-3.808, -4.104, 3.086], [-2.474, -4.068, 3.099], [-1.745, -4.135, 1.927], [-0.317, -3.930, 1.903], [0.002, -2.515, 1.498], [1.168, -2.206, 1.102], [-0.894, -1.622, 1.475], [-2.355, -4.132, 0.685], [-1.715, -4.030, -0.343], [-3.726, -4.206, 0.715], [-4.564, -4.185, 1.832], [-5.762, -4.219, 1.732], [-1.911, -4.000, 4.018], [0.134, -4.579, 1.152], [0.126, -4.170, 2.869], [-4.182, -4.222, -0.188]], "forces_ev_per_a": [[0.192, -0.171, 0.501], [0.158, 0.215, -0.094], [0.089, 0.120, 0.070], [-0.096, -0.261, -0.251], [-0.058, 0.096, 0.013], [0.116, 0.033, 0.021], [-0.122, -0.278, 0.068], [-0.043, -0.025, 0.005], [-0.003, -0.011, -0.019], [0.001, -0.003, 0.002], [0.002, -0.014, -0.004], [0.005, -0.002, -0.031], [-0.006, 0.025, 0.016], [-0.001, -0.006, 0.017], [0.042, 0.071, -0.090], [-0.120, 0.180, -0.008], [-0.036, -0.015, 0.047], [0.025, -0.015, 0.004], [-0.017, 0.011, -0.007], [-0.002, -0.007, -0.016], [0.015, 0.015, -0.006], [0.013, 0.010, -0.006], [0.001, -0.021, 0.027], [-0.031, 0.016, -0.027], [0.022, 0.051, -0.011], [0.010, 0.037, 0.032], [0.012, -0.014, 0.031], [0.009, 0.024, -0.034], [-0.007, 0.038, 0.005], [-0.005, -0.019, -0.006], [0.002, -0.005, -0.008], [0.002, 0.004, -0.004], [-0.002, 0.010, 0.001], [-0.004, 0.011, 0.015], [0.038, 0.021, 0.008], [0.004, 0.005, -0.011], [-0.013, -0.014, -0.003], [-0.001, -0.003, -0.005], [0.005, 0.006, -0.004], [0.003, 0.007, 0.004], [-0.001, 0.011, 0.011], [0.075, -0.323, -0.262], [-0.026, 0.107, 0.091], [0.018, 0.023, 0.117], [-0.016, 0.010, 0.009], [-0.025, 0.026, 0.007], [0.002, 0.021, -0.019], [-0.011, -0.023, -0.101], [-0.043, -0.020, 0.017], [-0.102, 0.062, 0.120], [0.022, -0.012, -0.008], [-0.010, 0.008, -0.011], [-0.010, 0.004, -0.005], [-0.019, 0.004, 0.007], [0.024, 0.009, -0.011], [0.003, 0.000, 0.009], [0.089, 0.014, -0.045], [-0.173, -0.056, -0.004], [0.009, -0.153, -0.156], [0.025, -0.005, -0.087], [-0.041, 0.114, -0.367], [0.006, -0.010, 0.226], [0.020, -0.122, -0.014], [-0.048, 0.268, 0.094], [0.034, -0.076, -0.075], [0.058, -0.052, -0.082], [0.012, -0.009, 0.165], [-0.018, 0.008, -0.025], [-0.020, -0.009, 0.025], [0.018, -0.018, 0.075], [-0.057, 0.077, 0.031], [0.003, 0.002, 0.025]], "mulliken_charge": [1.077, -0.270, 0.279, 0.261, -0.763, -0.670, 0.115, -1.468, 0.547, -0.121, -0.724, -0.422, -0.649, -0.339, 0.400, -0.229, -1.888, 0.955, -0.192, -0.768, -0.426, -0.715, -0.218, 0.426, 0.314, 0.310, 0.534, 0.442, 0.574, 0.524, 0.421, 0.393, 0.392, 0.403, 0.688, 0.449, 0.379, 0.415, 0.397, 0.390, 0.431, -0.296, 0.338, -0.740, -0.546, -0.629, -0.724, 0.297, 0.206, 0.199, 0.334, 0.433, 0.428, 0.435, 0.279, -0.300, 0.258, -0.016, 0.124, -1.160, 1.034, -0.784, -0.741, 0.420, -0.635, -0.051, 0.327, -0.578, 0.368, 0.354, 0.463, 0.247]}

=====

{"formula": "C7H12N6", "method": "ωB97M-V/def2-TZVPD", "total_energy_ev": -16389.32721, "de_lowest_ev": 0.0000, "e_lumo_ha": 0.0314, "e_homo_ha": -0.2638, "smiles": "CNc1nc(N)c2c(n1)NCCN2", "elements": ["C", "C", "C", "C", "C", "C", "C", "H", "H", "H", "H", "H", "H", "H", "H", "H", "H", "H", "H", "N", "N", "N", "N", "N", "N"], "xyz": [[-0.857, 2.717, 2.343], [0.404, 1.587, 0.792], [1.535, 0.509, -0.747], [0.432, -0.400, -0.804], [-0.619, -2.483, -1.533], [-0.885, -2.652, 0.040], [-0.628, -0.183, 0.198], [-0.711, 1.780, 3.002], [-1.869, 2.940, 1.892], [-0.719, 3.385, 3.173], [0.731, 3.358, 0.731], [3.039, 1.227, -1.774], [3.090, -0.499, -1.432], [0.538, -1.354, -2.616], [-0.672, -3.393, -2.463], [-1.514, -1.918, -2.059], [0.119, -2.773, 0.501], [-1.890, -3.403, 0.124], [-2.210, -0.908, 1.140], [0.409, 2.647, 1.569], [1.451, 1.623, 0.007], [2.445, 0.290, -1.660], [0.498, -1.631, -1.730], [-1.405, -1.327, 0.386], [-0.712, 0.858, 0.918]], "forces_ev_per_a": [[1.176, -0.064, 2.422], [-1.172, 0.524, -0.155], [-5.484, -0.976, 1.006], [0.124, -0.575, 0.712], [-3.122, -0.751, -3.571], [-3.191, -0.284, -2.477], [2.467, -6.383, -4.335], [-1.357, 1.019, -1.476], [1.346, -0.854, 0.077], [0.157, 1.343, -0.040], [-1.166, -0.874, 3.749], [-1.259, -2.811, 0.344], [-0.866, 0.735, -0.539], [0.447, 1.639, -4.457], [0.953, 1.654, 3.436], [0.704, -0.967, 1.826], [-0.950, -0.837, 0.171], [3.518, 1.623, 0.375], [2.635, -2.929, -2.418], [-0.956, 5.118, -0.611], [1.127, -2.812, -1.706], [6.199, 2.376, -2.421], [0.834, 0.674, 6.549], [-3.015, 4.274, 3.222], [0.849, 0.137, 0.318]], "nbo_charge": [-0.438, 0.563, 0.389, -0.103, -0.219, -0.240, 0.437, 0.224, 0.205, 0.194, 0.408, 0.381, 0.402, 0.364, 0.199, 0.161, 0.223, 0.242, 0.415, -0.584, -0.563, -0.810, -0.629, -0.641, -0.579]}